(1)
5 unconnected molecules or ions with the total composition C25H23O19PSi at a distorted geometry. Source: the OMol25 dataset; level of theory: ωB97M-V/def2-TZVPD.

Last column: Löwdin charge in e.
Positions of all 69 atoms, in Å:
O (-0.2874, -1.2963, 1.1161)  0.098
C (-0.6468, -2.3351, 0.5731)  -0.299
C (-2.0217, -2.5325, 0.0880)  0.080
C (-2.3849, -3.6822, -0.4838)  -0.201
O (-3.6747, -3.8734, -0.9445)  0.082
C (-1.4192, -4.8030, -0.6484)  -0.296
O (-1.7874, -5.8545, -1.1612)  0.093
C (-0.0382, -4.5972, -0.1854)  0.077
C (0.3262, -3.4464, 0.3833)  -0.202
O (1.6231, -3.2446, 0.8187)  0.085
H (-2.7140, -1.7103, 0.2160)  0.138
H (-3.6875, -4.7832, -1.3140)  0.097
H (0.6582, -5.4141, -0.3275)  0.137
H (1.6342, -2.3371, 1.1936)  0.108
O (-4.4181, -7.1233, -0.6632)  0.098
C (-4.7775, -8.1621, -1.2062)  -0.295
C (-6.1524, -8.3595, -1.6913)  0.078
C (-6.5156, -9.5091, -2.2631)  -0.208
O (-7.8054, -9.7004, -2.7238)  0.079
C (-5.5499, -10.6300, -2.4277)  -0.307
O (-5.9181, -11.6815, -2.9405)  0.104
C (-4.1689, -10.4242, -1.9647)  0.077
C (-3.8045, -9.2733, -1.3960)  -0.202
O (-2.5076, -9.0716, -0.9606)  0.084
H (-6.8447, -7.5373, -1.5633)  0.137
H (-7.8181, -10.6102, -3.0933)  0.117
H (-3.4725, -11.2410, -2.1068)  0.138
H (-2.4965, -8.1641, -0.5857)  0.095
O (-1.1733, 6.9561, 1.3281)  0.105
C (-1.5327, 5.9173, 0.7851)  -0.306
C (-2.9076, 5.7199, 0.3000)  0.077
C (-3.2708, 4.5703, -0.2719)  -0.208
O (-4.5606, 4.3790, -0.7325)  0.079
C (-2.3051, 3.4494, -0.4364)  -0.296
O (-2.6733, 2.3979, -0.9492)  0.107
C (-0.9241, 3.6552, 0.0266)  0.084
C (-0.5597, 4.8061, 0.5953)  -0.200
O (0.7372, 5.0078, 1.0306)  0.073
H (-3.5999, 6.5421, 0.4280)  0.138
H (-4.5734, 3.4692, -1.1020)  0.116
H (-0.2277, 2.8384, -0.1155)  0.098
H (0.7483, 5.9153, 1.4056)  0.111
O (4.3880, 8.4537, 4.8187)  0.110
C (4.6613, 7.6812, 3.9068)  -0.304
C (5.5232, 6.5054, 4.1056)  0.080
C (5.8148, 5.6934, 3.0877)  -0.206
O (6.6219, 4.5851, 3.2680)  0.083
C (5.2849, 5.9469, 1.7198)  -0.304
O (5.5854, 5.1930, 0.8003)  0.086
C (4.4036, 7.1087, 1.5259)  0.074
C (4.1091, 7.9189, 2.5444)  -0.208
O (3.2794, 9.0114, 2.3704)  0.082
H (5.9033, 6.3343, 5.1046)  0.139
H (6.6839, 4.1610, 2.3844)  0.115
H (4.0110, 7.2710, 0.5300)  0.137
H (3.2223, 9.4387, 3.2526)  0.118
O (2.4735, 0.6040, 1.1205)  -0.411
P (2.5738, 0.8696, -0.4666)  0.693
O (3.1834, -0.6017, -1.1698)  -0.227
O (0.9231, 1.2682, -0.9791)  -0.263
C (3.6991, 2.3980, -0.6767)  -0.431
Si (4.7310, 2.4363, -2.3029)  0.587
H (3.4476, -0.4799, -2.1421)  0.083
H (0.3367, 0.8875, -0.2346)  0.078
H (4.4088, 2.4731, 0.2558)  0.080
H (3.0118, 3.3667, -0.6927)  0.078
H (3.9490, 2.4938, -3.5312)  -0.087
H (5.5555, 1.2023, -2.3049)  -0.077
H (5.7073, 3.5533, -2.3242)  -0.077

Atoms 1-3, force components in eV/Å:
0.00 -0.76 -0.44
-0.53 0.95 0.24
0.33 0.22 0.19

**DFT total energy**: -82364.574 eV
**SMILES**: O=C1C=C(O)C(=O)C=C1O.O=C1C=C(O)C(=O)C=C1O.O=C1C=C(O)C(=O)C=C1O.O=C1C=C(O)C(=O)C=C1O.O=P(O)(O)C[SiH3]
**Multiplicity**: 1

=====

(2)
A gas-phase ion, C2H3N2OS (charge +1) at a distorted geometry. Source: the OMol25 dataset; level of theory: ωB97M-V/def2-TZVPD.

Last column: Löwdin charge in e.
Positions of all 9 atoms, in Å:
C (-0.2194, -0.5201, -0.9855)  -0.281
C (0.9302, 0.1963, -0.5358)  -0.297
N (-1.3538, -0.4944, -0.4484)  0.182
N (0.2795, 0.5961, 2.0574)  -0.300
O (-0.3911, 0.9886, 2.9311)  0.179
S (1.0587, 1.2134, 0.7903)  1.196
H (0.0114, -1.1175, -1.8783)  0.135
H (1.7953, 0.2327, -1.1806)  0.090
H (-2.1106, -1.0952, -0.7501)  0.096

Atoms 1-3, force components in eV/Å:
0.22 -1.36 -1.54
-0.29 0.53 0.71
-0.32 1.01 2.01

**Energy above the lowest of the compared OMol25 structures with the same formula, charge and spin**: 118.8 kcal/mol
**Multiplicity**: 1
**Net charge**: +1

=====

(3)
2 unconnected molecules or ions with the total composition C3H10NO at a distorted geometry. Source: the OMol25 dataset; level of theory: ωB97M-V/def2-TZVPD.

Last column: Mulliken spin population.
Positions of all 15 atoms, in Å:
C (-0.2729, 2.3247, -0.7541)  0.122
O (-0.2360, 1.6877, 0.4632)  0.669
H (0.4437, 1.7665, -1.3879)  0.012
H (0.0413, 3.3831, -0.6693)  0.071
H (-1.2838, 2.2320, -1.2205)  0.139
H (-0.6833, 2.2049, 1.1968)  -0.018
C (1.3339, -1.7573, 0.4071)  0.002
C (-1.0644, -1.5137, 0.0376)  -0.001
N (0.0832, -0.9881, 0.1972)  0.005
H (1.3762, -2.6160, -0.2567)  0.000
H (2.2187, -1.1675, 0.2233)  0.000
H (1.1972, -2.1891, 1.4242)  0.000
H (-1.2759, -2.5767, -0.0685)  0.000
H (-1.9458, -0.8483, 0.1015)  -0.001
H (0.0678, 0.0577, 0.3061)  -0.001

Atoms 1-3, force components in eV/Å:
2.51 -0.82 -0.26
-1.07 1.65 0.34
-0.58 0.17 -0.07

**Energy above the lowest of the compared OMol25 structures with the same formula, charge and spin**: 96.7 kcal/mol
**Multiplicity**: 2
**Net charge**: +2

=====

(4)
A molecular structure, C10H24IO3P2Sm at a distorted geometry. Source: the OMol25 dataset; level of theory: ωB97M-V/def2-TZVPD.

Last column: Mulliken spin population.
Positions of all 41 atoms, in Å:
C (-0.0623, 0.0091, -4.9133)  -0.001
I (0.5035, -0.2379, -2.7350)  -0.009
H (0.9000, 0.1620, -5.3979)  0.000
H (-0.7200, 0.8583, -5.0324)  0.000
H (-0.5238, -0.9247, -5.2340)  0.000
Sm (0.0019, 0.1246, 0.2346)  5.091
P (0.0649, 2.9187, -0.3371)  -0.021
C (-1.4885, 3.8344, -0.6070)  0.000
C (0.7117, 3.7663, 1.1518)  0.000
H (0.7799, 4.8449, 0.9658)  0.000
H (1.0898, 4.6837, -1.6337)  0.000
H (1.7040, 3.3713, 1.4056)  0.000
H (2.1725, 3.2477, -1.5044)  0.000
H (-2.2006, 3.5840, 0.1873)  0.001
H (0.0440, 3.5751, 2.0006)  0.000
C (1.1364, 3.5851, -1.6647)  -0.002
H (-1.2718, 4.9130, -0.5885)  -0.001
H (0.8051, 3.2156, -2.6463)  0.000
H (-1.9292, 3.5590, -1.5733)  0.000
P (0.0323, -2.8255, 0.1028)  -0.017
C (-1.4560, -3.8727, -0.0521)  -0.001
C (1.1512, -3.6520, -1.0991)  0.000
H (1.7144, -2.9905, 1.8531)  0.000
H (0.7972, -4.5234, 1.6831)  0.000
H (0.0755, -3.1044, 2.5126)  0.000
C (0.7215, -3.4296, 1.6891)  0.000
H (2.1747, -3.2642, -0.9874)  0.000
H (1.1466, -4.7330, -0.8980)  -0.001
H (-1.1670, -4.9271, 0.0639)  0.000
H (-1.9212, -3.7213, -1.0361)  0.000
H (0.8217, -3.4635, -2.1306)  0.000
H (-2.1791, -3.5977, 0.7259)  0.000
C (-2.3148, -0.3566, -0.5538)  -0.008
O (-3.4124, -0.3692, -0.9149)  0.002
C (-0.9884, 0.4581, 4.2887)  -0.001
C (-0.6109, 0.3790, 2.8449)  -0.010
O (-1.4048, 0.8554, 1.9401)  -0.010
O (0.4891, -0.1608, 2.4559)  -0.011
H (-2.0246, 0.7234, 4.4237)  0.000
H (-0.3802, 1.1962, 4.8059)  0.000
H (-0.8066, -0.4970, 4.7780)  0.000

Atoms 1-3, force components in eV/Å:
0.33 -0.22 0.05
-0.13 -0.09 -1.89
-0.04 0.00 0.25

**Energy above the lowest of the compared OMol25 structures with the same formula, charge and spin**: 0.4 kcal/mol
**Multiplicity**: 6
**Net charge**: +2